[1]
This record from OMol25 describes a cluster of 16 separate species, C76H195N11O32 in total at a distorted geometry. The level of theory is the ωB97M-V functional and the def2-TZVPD basis.

Output
HOMO level = -8.01 eV
Strongest force on any atom = 0.0668 Eh/bohr
Energy = -6021.83495 a.u.
Energy above the lowest of the compared OMol25 structures with the same formula, charge and spin = 67.2 kcal/mol
Frontier orbital gap = 8.5 eV
Total charge = 0

Each line ends with the Löwdin charge.
Element x y z (Å)
1 O 2.48 2.63 -3.34  -0.173
2 O 6.76 -2.31 0.30  -0.225
3 O 4.68 -3.65 -1.52  -0.081
4 O 1.07 3.19 6.34  -0.091
5 O -5.33 3.31 2.38  -0.176
6 O 1.24 -1.77 3.61  -0.196
7 O 1.40 6.84 7.76  -0.184
8 O -1.07 0.35 -6.24  -0.191
9 O 6.60 -0.30 7.19  -0.062
10 O 3.95 -10.10 -0.61  -0.192
11 O -3.63 -1.23 4.59  -0.191
12 O 5.42 -0.37 4.56  -0.079
13 O -0.77 -0.87 1.22  -0.081
14 O 3.53 -7.32 -3.96  -0.214
15 O -6.65 3.72 -2.67  -0.245
16 O -4.30 -0.41 -2.34  -0.221
17 O 6.07 -0.85 -5.94  -0.210
18 O -1.42 0.21 -10.77  -0.226
19 O -2.61 3.99 -0.92  -0.210
20 O -1.89 -5.30 4.88  -0.198
21 O 3.55 1.10 2.41  -0.093
22 O 6.86 -4.96 0.06  -0.080
23 O -9.19 6.47 4.16  -0.196
24 O 0.21 -6.60 -0.47  -0.216
25 O -6.04 -3.04 0.96  -0.210
26 O 5.03 2.38 4.31  -0.067
27 O 5.74 1.89 0.90  -0.257
28 O 2.07 -1.20 0.97  -0.088
29 O 0.40 -2.68 -2.91  -0.219
30 O 0.60 5.34 1.29  -0.196
31 O -0.81 9.10 0.18  -0.200
32 O -1.52 4.05 4.89  -0.072
33 N -1.83 -5.76 1.19  -0.042
34 N -7.41 0.09 -2.59  -0.047
35 N 4.03 -2.28 -3.87  -0.069
36 N -3.26 -1.98 1.75  -0.053
37 N -1.05 1.84 -8.64  -0.067
38 N 5.51 -8.71 -2.41  -0.058
39 N -7.73 5.13 2.04  -0.070
40 N 0.83 5.72 4.96  -0.082
41 N 4.01 -2.22 2.81  -0.036
42 N 3.14 1.32 -0.63  -0.038
43 N -2.35 7.05 -1.54  -0.041
44 C 0.57 6.06 2.54  -0.172
45 C -2.44 -4.52 5.89  -0.120
46 C -2.29 1.40 -10.74  -0.164
47 C -0.19 2.43 6.28  -0.171
48 C 7.12 2.00 1.37  -0.044
49 C -5.35 -1.27 -2.70  -0.236
50 C 1.31 7.05 5.34  -0.183
51 C 4.92 -1.07 -3.80  -0.138
52 C -3.91 3.08 2.36  -0.074
53 C -7.17 -3.87 1.12  -0.096
54 C 2.05 2.85 -4.67  -0.094
55 C 4.77 -7.64 -4.60  -0.196
56 C -2.69 8.38 -1.13  -0.237
57 C -1.23 1.79 -6.27  -0.192
58 C -6.87 4.82 -3.60  -0.064
59 C -0.13 -2.02 0.66  -0.228
60 C 6.25 -1.31 -4.59  -0.220
61 C -6.83 1.37 -2.06  -0.176
62 C 4.90 -2.75 1.75  -0.168
63 C -0.01 -1.49 4.15  -0.130
64 C 3.04 -3.25 3.31  -0.173
65 C -3.52 6.18 -1.28  -0.177
66 C -5.79 3.94 1.24  -0.235
67 C -1.47 2.44 -9.89  -0.192
68 C 1.82 1.79 -1.07  -0.168
69 C -0.56 -7.61 0.18  -0.228
70 C 2.00 -2.80 4.30  -0.163
71 C -0.56 -3.78 -2.83  -0.065
72 C 3.35 -10.47 0.53  -0.180
73 C 0.32 8.29 -0.09  -0.094
74 C -9.28 7.57 5.04  -0.099
75 C -3.67 -2.73 0.52  -0.115
76 C 1.32 5.29 3.69  -0.196
77 C 5.68 -1.67 0.95  -0.173
78 C -6.76 -1.14 -2.03  -0.155
79 C 1.24 7.62 8.97  -0.100
80 C -4.15 -0.91 2.23  -0.162
81 C -1.92 -6.98 0.35  -0.182
82 C 1.24 -1.82 -0.02  -0.175
83 C 5.61 2.04 -0.48  -0.186
84 C -1.97 2.14 -7.60  -0.212
85 C -1.50 -5.95 2.61  -0.188
86 C 0.80 7.57 6.67  -0.220
87 C -0.29 4.21 1.26  -0.080
88 C -1.01 2.70 4.99  -0.207
89 C 4.67 -0.67 5.69  -0.268
90 C -7.36 3.96 1.23  -0.167
91 C 5.37 -9.89 -0.37  -0.184
92 C -2.20 -4.93 3.52  -0.188
93 C -3.64 -0.31 3.49  -0.222
94 C 3.63 2.54 4.38  -0.223
95 C -1.52 9.40 -1.04  -0.187
96 C 5.24 0.01 6.91  -0.232
97 C 5.95 -9.88 -1.76  -0.244
98 C 2.94 2.22 3.06  -0.184
99 C 2.73 -1.91 -3.35  -0.224
100 C 7.24 -1.18 -6.85  -0.037
101 C -9.13 5.39 2.04  -0.218
102 C -3.52 4.71 -1.77  -0.177
103 C 5.73 -5.71 -0.46  -0.190
104 C -3.05 -0.64 -3.00  -0.067
105 C 4.08 2.42 -0.74  -0.161
106 C 1.63 -6.84 -0.50  -0.056
107 C -4.84 -3.71 0.86  -0.227
108 C -6.95 2.46 -3.17  -0.231
109 C 5.11 -5.01 -1.69  -0.218
110 C -0.29 -0.03 -5.08  -0.091
111 C -1.83 -0.77 -11.74  -0.102
112 C -3.21 -0.58 5.74  -0.117
113 C 7.53 -1.54 -0.67  -0.030
114 C 2.99 -6.09 -4.46  -0.097
115 C 5.40 -8.90 -3.89  -0.145
116 C 1.76 1.74 -2.59  -0.255
117 C -9.44 6.67 2.84  -0.260
118 C 1.74 -3.05 -3.39  -0.186
119 C -2.62 2.61 -1.15  -0.123
120 H 1.00 1.16 -0.73  0.108
121 H 3.32 1.81 5.13  0.102
122 H -2.95 1.68 -7.67  0.118
123 H 3.02 3.05 2.36  0.109
124 H 3.86 -2.39 -4.86  0.121
125 H -3.03 8.36 -0.09  0.116
126 H 0.95 8.33 0.80  0.079
127 H 3.18 -6.14 -5.54  0.087
128 H 2.59 3.76 -4.94  0.093
129 H 0.74 0.29 -5.25  0.066
130 H 0.82 8.52 -1.03  0.096
131 H 5.46 -3.54 2.24  0.125
132 H -0.06 -1.52 5.24  0.083
133 H 7.04 -9.87 -1.75  0.126
134 H 6.50 -2.35 -4.39  0.115
135 H 3.82 3.14 0.03  0.113
136 H 1.02 3.18 -4.81  0.072
137 H 1.02 7.05 2.42  0.092
138 H -7.95 2.53 -3.60  0.116
139 H -3.50 -4.59 5.65  0.090
140 H -2.14 -0.50 5.53  0.063
141 H -0.29 -1.11 -4.94  0.078
142 H -1.42 -1.78 -11.73  0.081
143 H 5.40 -6.75 -4.60  0.107
144 H -0.57 -8.56 -0.35  0.120
145 H -0.77 4.65 4.84  0.016
146 H -3.47 2.19 -0.61  0.070
147 H 2.32 -1.19 -4.06  0.107
148 H -9.48 5.61 1.03  0.118
149 H -0.95 -4.15 -3.78  0.085
150 H 5.13 -0.84 -2.75  0.102
151 H -3.47 8.79 -1.77  0.115
152 H 0.06 3.40 1.90  0.068
153 H 1.01 4.26 3.52  0.080
154 H -3.06 -0.54 -4.08  0.094
155 H 6.42 -9.17 -4.20  0.114
156 H 1.72 8.60 8.84  0.078
157 H -4.14 -0.10 1.50  0.126
158 H 5.88 -0.88 1.68  0.112
159 H 1.06 8.63 6.62  0.116
160 H 4.56 -8.56 -2.09  0.088
161 H 8.30 -2.02 -1.27  0.096
162 H 4.43 -3.33 0.96  0.092
163 H -1.10 -5.16 0.84  0.081
164 H -4.67 -4.36 1.72  0.106
165 H 1.47 -0.80 1.60  0.061
166 H -9.65 4.54 2.47  0.118
167 H -4.48 6.66 -1.50  0.112
168 H -5.50 -1.26 -3.78  0.120
169 H 3.49 -1.52 2.30  0.060
170 H -0.26 2.47 4.23  0.088
171 H -2.89 -1.01 -11.64  0.078
172 H -7.35 -1.94 -2.45  0.116
173 H -8.35 0.15 -2.24  0.095
174 H 2.23 2.08 -5.42  0.082
175 H 3.68 -9.90 1.39  0.088
176 H -3.20 -2.73 2.43  0.071
177 H -4.32 0.51 3.74  0.117
178 H 5.56 -10.82 -2.14  0.121
179 H 2.41 5.32 3.67  0.119
180 H -7.95 4.78 -3.78  0.080
181 H -0.83 0.87 -8.76  0.105
182 H 1.09 -1.06 -0.78  0.098
183 H -4.97 -2.27 -2.52  0.105
184 H 5.32 1.08 6.68  0.108
185 H -7.72 3.92 0.20  0.104
186 H 0.95 7.76 4.60  0.117
187 H -0.89 2.69 7.08  0.116
188 H 3.69 -11.48 0.74  0.093
189 H 7.74 1.20 0.96  0.068
190 H 3.50 -4.09 3.82  0.122
191 H -8.69 7.25 5.90  0.092
192 H 7.19 -0.17 6.45  0.085
193 H -2.73 2.44 -2.22  0.079
194 H 0.73 1.94 -2.90  0.104
195 H -0.16 -7.91 1.15  0.116
196 H -3.23 1.17 -10.24  0.111
197 H -3.35 4.00 2.26  0.076
198 H 6.66 -4.03 0.21  0.009
199 H -5.15 -1.34 2.35  0.120
200 H -3.59 6.13 -0.20  0.103
201 H -0.85 -2.36 -0.08  0.089
202 H -5.56 3.27 0.41  0.099
203 H -0.30 3.76 0.27  0.067
204 H -3.24 4.66 -2.82  0.121
205 H -3.28 -1.30 6.56  0.090
206 H 4.97 -0.84 3.86  0.039
207 H 4.80 -9.77 -4.13  0.109
208 H -3.91 -2.02 -0.27  0.105
209 H 5.19 1.45 4.47  0.018
210 H 2.39 7.11 5.31  0.126
211 H 2.07 -6.65 0.48  0.086
212 H -2.63 -7.62 0.87  0.116
213 H -1.76 -6.92 3.01  0.124
214 H 1.82 7.15 9.77  0.084
215 H 1.75 -3.44 -4.41  0.118
216 H 1.42 -3.68 4.59  0.124
217 H 0.21 7.82 9.25  0.085
218 H 3.37 3.54 4.74  0.103
219 H -7.35 5.24 2.97  0.119
220 H -0.64 2.73 -10.53  0.107
221 H 4.71 -0.11 7.86  0.128
222 H 1.42 3.38 7.22  0.098
223 H 2.78 -1.54 -2.33  0.115
224 H 8.05 -0.84 -0.01  0.076
225 H 5.47 -8.94 0.16  0.115
226 H -0.48 6.25 2.72  0.129
227 H -0.61 0.39 -4.12  0.064
228 H 6.26 2.83 -0.84  0.115
229 H 4.25 -5.61 -1.99  0.075
230 H -8.85 7.54 2.56  0.124
231 H -1.56 6.86 -0.94  0.072
232 H 3.13 0.92 0.29  0.065
233 H -0.42 -5.86 2.78  0.115
234 H -6.61 -1.19 -0.95  0.103
235 H 7.81 -2.01 -6.45  0.077
236 H -3.55 2.44 1.55  0.071
237 H -1.63 -0.34 -12.71  0.081
238 H -1.67 -0.97 1.54  0.023
239 H -7.12 -4.30 2.12  0.087
240 H -0.31 -0.48 3.89  0.078
241 H 1.05 4.98 5.61  0.074
242 H 4.41 -3.21 -2.33  0.009
243 H -4.98 -4.46 0.09  0.112
244 H 4.48 1.28 2.26  0.043
245 H -1.91 2.09 4.87  0.095
246 H -0.85 9.41 -1.90  0.110
247 H 2.25 -6.16 -1.07  0.067
248 H -0.15 7.31 -0.10  0.063
249 H -7.14 -4.70 0.41  0.085
250 H 6.86 -1.02 -1.35  0.057
251 H -2.72 -1.63 -2.70  0.068
252 H 7.08 -0.69 -4.24  0.114
253 H 2.27 -10.34 0.50  0.089
254 H -3.73 2.71 3.37  0.074
255 H 5.98 -6.76 -0.63  0.091
256 H 4.69 -7.76 -5.68  0.109
257 H -7.28 1.76 -1.15  0.104
258 H -6.18 2.32 -3.92  0.123
259 H -4.52 4.28 -1.69  0.093
260 H 2.54 -3.66 2.43  0.112
261 H 1.97 0.72 -2.90  0.101
262 H -2.46 1.71 -11.77  0.111
263 H -1.85 10.44 -1.01  0.114
264 H 4.93 -5.69 0.28  0.097
265 H -5.79 1.33 -1.75  0.097
266 H -2.33 0.06 -2.57  0.073
267 H 1.87 2.00 3.17  0.104
268 H -2.63 0.08 3.42  0.108
269 H 5.07 -1.23 0.17  0.118
270 H -2.04 3.35 -9.71  0.111
271 H -0.23 2.23 -6.19  0.090
272 H 4.46 -0.28 -4.38  0.116
273 H -6.56 5.75 -3.13  0.083
274 H -2.18 -3.47 5.80  0.063
275 H 5.93 1.08 -0.89  0.097
276 H -2.19 -4.78 6.92  0.093
277 H -10.32 7.76 5.29  0.084
278 H 6.99 1.66 2.40  0.082
279 H -10.51 6.83 2.69  0.117
280 H 4.15 2.84 -1.75  0.109
281 H -0.06 -2.90 1.31  0.106
282 H -1.45 -3.38 -2.35  0.055
283 H -5.37 4.93 1.11  0.120
284 H 3.59 -0.56 5.56  0.110
285 H -3.71 0.36 5.99  0.098
286 H -8.89 8.51 4.66  0.084
287 H -2.07 3.22 -7.56  0.115
288 H 5.83 -10.58 0.34  0.124
289 H 0.09 1.39 6.37  0.105
290 H -6.43 4.71 -4.59  0.084
291 H -8.16 -3.43 1.06  0.089
292 H 1.96 -6.04 -4.12  0.090
293 H 1.69 2.79 -0.66  0.107
294 H 7.45 3.03 1.23  0.097
295 H -0.76 -2.22 3.82  0.071
296 H -7.70 3.03 1.70  0.112
297 H 7.81 -0.25 -6.97  0.078
298 H 1.69 -7.88 -0.85  0.088
299 H -3.28 -5.07 3.49  0.110
300 H -0.28 7.50 6.74  0.128
301 H 4.85 -1.73 5.84  0.121
302 H 2.00 -3.86 -2.70  0.100
303 H -2.79 -3.28 0.18  0.084
304 H 2.41 -2.34 5.20  0.104
305 H -1.31 4.46 1.53  0.073
306 H 6.97 -1.46 -7.87  0.073
307 H -1.69 2.09 -0.91  0.082
308 H -2.02 -3.89 3.25  0.086
309 H -0.13 -4.62 -2.28  0.072
310 H 5.77 -5.02 -2.56  0.114
311 H 1.52 -2.83 -0.32  0.124
312 H -1.79 2.14 -5.40  0.110
313 H -2.46 -6.80 -0.58  0.114
314 H 3.58 -5.25 -4.11  0.059

***

[2]
This record from OMol25 describes a structure of composition C76H66N7O5RuS3Si at a distorted geometry. The level of theory is the ωB97M-V functional and the def2-TZVPD basis.

Output
Expectation value of S² = 0.773
HOMO level (alpha / beta) = -7.14 / -7.15 eV
Strongest force on any atom = 0.1088 Eh/bohr
Energy = -5273.74226 a.u.
Multiplicity = 2
Frontier orbital gap (alpha / beta) = 6.1 / 6.3 eV
Total charge = 0

Each line ends with the Löwdin charge.
Element x y z (Å)
1 Ru -0.81 0.71 0.82  1.328
2 S -1.14 -1.50 -1.78  0.773
3 S 1.19 2.19 -1.99  1.115
4 S -0.28 -2.66 0.57  0.793
5 Si 3.06 -0.16 -1.80  0.617
6 O -5.01 1.46 5.54  0.063
7 O -6.72 2.72 5.90  0.075
8 O -1.91 4.62 1.16  0.018
9 O -2.24 2.47 1.69  -0.112
10 O 1.88 0.16 -0.70  -0.332
11 N -2.92 -0.10 1.42  0.007
12 N -0.41 -1.38 1.30  -0.357
13 N -0.43 -2.74 -1.04  -0.389
14 N -5.65 2.49 5.38  -0.348
15 N 1.21 1.42 -0.59  -0.391
16 N -0.79 0.62 3.29  0.050
17 N -0.93 -0.10 -1.35  -0.323
18 C 0.70 -0.32 4.98  -0.158
19 C -4.96 5.76 3.79  -0.059
20 C 1.29 -0.21 -5.63  -0.093
21 C -0.11 -1.57 5.18  -0.184
22 C 1.91 -0.21 5.66  -0.055
23 C 2.75 -5.19 1.68  -0.076
24 C -2.46 3.71 1.77  -0.642
25 C -3.97 5.40 2.89  -0.004
26 C -3.48 -3.09 -1.86  -0.048
27 C 5.06 3.21 -3.28  -0.071
28 C 2.61 -0.51 -3.62  -0.238
29 C -0.77 -2.00 -3.50  -0.284
30 C 3.63 -4.28 2.26  -0.081
31 C 0.27 0.76 4.17  -0.177
32 C -0.53 -3.08 -6.03  -0.074
33 C -4.11 3.12 3.60  0.079
34 C 1.84 3.83 -1.57  -0.332
35 C -3.55 4.08 2.78  -0.089
36 C 5.93 2.84 -1.09  -0.091
37 C -4.06 -0.57 0.95  -0.142
38 C 4.94 -1.86 -0.37  -0.093
39 C 1.58 4.92 -2.37  -0.064
40 C 4.26 1.33 -1.97  -0.220
41 C 5.52 -3.08 -0.07  -0.098
42 C -2.75 3.17 -1.60  -0.044
43 C 0.27 -2.66 4.17  -0.084
44 C -3.13 3.39 -2.91  -0.068
45 C 3.83 -1.78 -1.20  -0.211
46 C 2.76 3.90 -0.53  -0.105
47 C -1.30 -1.94 -5.83  -0.080
48 C 0.01 -3.13 -3.70  -0.075
49 C -1.99 0.32 3.66  -0.112
50 C -5.63 -2.13 -2.37  -0.072
51 C 1.33 -3.39 1.02  -0.272
52 C 2.67 0.94 5.61  -0.086
53 C -4.85 -3.23 -2.06  -0.057
54 C 0.98 1.97 4.24  -0.173
55 C -2.92 -1.83 -1.97  -0.306
56 C -3.31 -4.65 2.43  -0.050
57 C -4.95 -0.87 2.00  -0.079
58 C 2.24 -0.88 -6.38  -0.083
59 C 0.43 3.20 3.58  -0.181
60 C -2.20 3.27 -3.94  -0.076
61 C 4.26 2.09 -3.14  -0.109
62 C 5.01 -4.25 -0.60  -0.093
63 C 3.39 5.10 -0.27  -0.063
64 C -2.51 -6.06 0.66  -0.073
65 C -5.05 -0.88 -2.50  -0.072
66 C -3.02 -0.06 2.79  -0.370
67 C -1.50 -3.93 1.05  -0.279
68 C -1.44 2.84 -1.31  -0.108
69 C 5.11 1.73 -0.95  -0.105
70 C -1.41 -1.40 -4.56  -0.082
71 C 1.47 -0.06 -4.27  -0.131
72 C 3.37 -2.92 2.17  -0.075
73 C 0.13 -3.67 -4.97  -0.053
74 C -3.37 -5.84 1.72  -0.072
75 C -5.09 3.49 4.52  -0.144
76 C 0.88 3.26 2.12  -0.102
77 C 3.37 -1.38 -5.76  -0.075
78 C 3.13 6.21 -1.06  -0.071
79 C -2.38 -3.68 2.09  -0.052
80 C -3.70 -0.73 -2.29  -0.121
81 C -5.53 4.80 4.61  -0.001
82 C 1.59 -4.74 1.07  -0.061
83 C 3.32 -2.97 -1.72  -0.098
84 C -1.58 -5.10 0.31  -0.124
85 C 3.56 -1.17 -4.40  -0.093
86 C 2.23 6.12 -2.11  -0.068
87 C -0.53 2.70 -2.33  -0.380
88 C -4.30 -0.53 3.16  -0.063
89 C 3.90 -4.19 -1.43  -0.073
90 C 2.22 -2.47 1.55  -0.088
91 C -0.89 2.91 -3.65  -0.105
92 C 2.17 2.05 4.94  -0.049
93 C 5.90 3.59 -2.25  -0.084
94 H 0.41 0.19 -6.11  0.103
95 H 3.50 -5.10 -1.85  0.108
96 H 0.47 -3.59 -2.84  0.081
97 H 0.73 -4.55 -5.12  0.110
98 H -5.31 -4.20 -1.95  0.106
99 H 1.97 -1.42 1.50  0.105
100 H -6.30 5.05 5.32  0.116
101 H 1.32 -2.92 4.26  0.073
102 H -2.57 -6.98 0.09  0.106
103 H -4.00 -4.47 3.24  0.111
104 H -6.69 -2.25 -2.51  0.105
105 H -4.09 -6.59 1.98  0.105
106 H -5.93 -1.29 1.88  0.087
107 H 2.25 -1.05 6.24  0.111
108 H -2.33 -2.73 2.59  0.095
109 H 4.46 -1.53 -3.93  0.108
110 H -1.11 2.73 -0.27  0.046
111 H 6.54 4.45 -2.36  0.105
112 H 5.37 -0.97 0.05  0.090
113 H -0.45 -3.50 -7.02  0.108
114 H -3.50 6.13 2.25  0.116
115 H 3.61 1.00 6.13  0.097
116 H 0.40 4.08 1.60  0.071
117 H 2.10 -1.01 -7.44  0.104
118 H 2.70 2.99 4.96  0.110
119 H 3.61 1.80 -3.95  0.097
120 H -0.95 -5.22 -0.56  0.104
121 H 5.46 -5.20 -0.36  0.108
122 H 6.38 -3.12 0.58  0.108
123 H 0.61 2.30 1.62  0.009
124 H -4.15 3.65 -3.14  0.107
125 H 5.02 3.79 -4.19  0.106
126 H -2.00 -0.51 -4.39  0.116
127 H -2.86 -3.93 -1.62  0.095
128 H 4.06 -2.21 2.61  0.118
129 H -5.67 -0.02 -2.73  0.110
130 H -1.81 -1.48 -6.66  0.112
131 H 1.96 3.38 2.07  0.069
132 H 0.78 4.09 4.10  0.117
133 H 2.03 6.98 -2.73  0.106
134 H -3.21 0.24 -2.31  0.096
135 H 4.12 -1.91 -6.33  0.103
136 H -4.68 -0.59 4.17  0.093
137 H -0.66 3.18 3.62  0.098
138 H -4.25 -0.67 -0.10  0.071
139 H 4.50 -4.64 2.78  0.112
140 H -0.17 2.79 -4.44  0.110
141 H 2.48 -2.93 -2.39  0.081
142 H 3.62 7.15 -0.86  0.104
143 H 0.88 4.85 -3.19  0.102
144 H 5.13 1.18 -0.02  0.097
145 H -3.46 3.28 -0.80  0.115
146 H 6.60 3.13 -0.28  0.105
147 H -3.80 2.08 3.52  0.095
148 H -5.28 6.79 3.86  0.104
149 H 0.09 -2.27 3.17  0.016
150 H 0.07 -1.93 6.20  0.114
151 H 2.95 -6.24 1.73  0.108
152 H -1.17 -1.37 5.08  0.087
153 H 2.95 3.02 0.05  0.091
154 H 0.91 -5.46 0.65  0.096
155 H -2.49 3.45 -4.96  0.104
156 H -0.34 -3.55 4.33  0.077
157 H 0.69 0.42 -3.68  0.049
158 H -2.26 0.39 4.72  0.153
159 H 4.09 5.17 0.55  0.113

***

Question: Number 1 is which compound?
Answer: C76H195N11O32